Entry 1:
Here is an isolated molecule of C6H6O3 from OMol25. Energies are from ωB97M-V with the def2-TZVPD basis set.

XYZ file:
```
15
Properties=species:S:1:pos:R:3:nbo_charge:R:1
O -2.133 2.094 -0.329 -0.47
C -1.449 1.121 -0.061 0.59
C -0.416 0.563 0.882 -0.35
C 0.966 0.782 0.642 -0.33
C 1.652 -0.107 -0.085 0.16
O 2.929 0.204 -0.496 -0.67
C -1.269 -0.313 -0.045 0.07
C -1.212 -1.516 -0.848 -0.07
O -2.139 -1.375 0.224 -0.44
H -0.747 0.613 1.945 0.24
H 1.416 1.559 1.196 0.22
H 1.433 -1.014 -0.588 0.19
H 3.125 0.945 0.077 0.47
H -1.733 -1.428 -1.871 0.21
H -0.423 -2.129 -0.644 0.19
```

Output
Frontier orbital gap = 9.0 eV
SMILES string = O=C1[C@H](/C=C/O)[C@]12CO2

***

Entry 2:
Here is an isolated molecule of C6H6O4 from OMol25. Energies are from ωB97M-V with the def2-TZVPD basis set.

XYZ file:
```
16
Properties=species:S:1:pos:R:3:nbo_charge:R:1
O -1.995 1.096 -0.184 -0.60
C -2.748 0.168 -0.087 0.73
O -4.097 0.184 -0.245 -0.68
C -2.061 -1.024 0.311 -0.32
C -0.670 -1.006 0.386 -0.14
C 0.404 -0.009 0.180 -0.22
C 1.707 -0.711 -0.078 -0.27
C 2.937 0.090 -0.097 0.72
O 3.942 -0.570 -0.521 -0.55
O 2.852 1.415 0.346 -0.66
H -4.424 1.068 -0.697 0.51
H -2.574 -2.074 0.141 0.23
H -0.243 -1.968 0.862 0.22
H 0.153 1.192 0.386 0.28
H 1.959 -1.784 -0.396 0.27
H 2.105 1.524 0.855 0.48
```

Output
Frontier orbital gap = 8.0 eV
SMILES string = O=C(O)/C=C\C=C\C(=O)O

***

Entry 3:
Here is the ion C6H6O5 with charge -2 from OMol25. Energies are from ωB97M-V with the def2-TZVPD basis set.

XYZ file:
```
17
Properties=species:S:1:pos:R:3:nbo_charge:R:1
C 0.753 1.762 -0.723 -0.60
C -0.467 1.031 -0.184 -0.42
C -0.303 -0.482 0.017 -0.38
C -1.767 -1.193 -0.032 0.80
O -1.857 -2.442 -0.176 -0.78
O -2.734 -0.372 -0.034 -0.83
C 0.776 -1.309 -0.630 0.80
O 1.008 -1.543 -1.798 -0.70
O 1.400 -1.814 0.400 -0.61
C 0.608 -0.880 1.488 0.48
O 0.104 -1.409 2.471 -0.78
H 1.740 1.700 -0.129 0.19
H 0.841 1.582 -1.772 0.20
H 0.615 2.847 -0.599 0.16
H -0.663 1.489 0.810 0.18
H -1.449 1.178 -0.694 0.25
H 1.394 -0.145 1.586 0.04
```

Output
Charge = -2
Frontier orbital gap = 6.2 eV
SMILES string = CC[C@@]1(C(=O)[O-])C(=O)O[C@@H]1[O-]

***

Entry 4:
Here is an isolated molecule of C6H6OS2 from OMol25. Energies are from ωB97M-V with the def2-TZVPD basis set.

XYZ file:
```
15
Properties=species:S:1:pos:R:3:nbo_charge:R:1
O 2.230 2.236 -0.072 -0.55
C 2.032 1.059 0.006 0.40
S 3.328 -0.185 -0.026 0.12
S 2.087 -1.833 -0.020 0.20
C 0.613 -0.858 0.020 -0.07
C 0.698 0.464 0.050 -0.19
C -0.663 1.102 0.115 -0.41
C -1.611 -0.082 -0.197 -0.38
C -0.768 -1.364 0.028 -0.45
H -0.851 1.538 1.085 0.22
H -0.750 1.955 -0.590 0.23
H -2.514 -0.060 0.488 0.22
H -1.906 0.018 -1.226 0.21
H -0.933 -1.817 1.033 0.23
H -0.991 -2.173 -0.695 0.23
```

Output
Frontier orbital gap = 9.0 eV
SMILES string = O=c1ssc2c1CCC2

***

| no. | LUMO level (eV) | calculated total energy (a.u.) |
| --- | --- | --- |
| 1 | 0.25 | -457.77430 |
| 2 | -1.47 | -533.07457 |
| 3 | 6.32 | -608.40090 |
| 4 | 0.33 | -1103.85022 |